Arrangement P

The following is a quantum chemistry calculation of a cluster of 2 separate species, C10H13O3 in total, from OMol25.

Bonds (Å) are listed after each position.
CARTESIAN COORDINATES (ANGSTROEM)
1 O -0.67613 1.78289 -1.79411  C12 1.376, H25 1.069
2 O -1.16682 -2.98220 -1.62747  C8 1.312
3 O -1.00212 -0.68352 -1.25905  C8 1.235
4 C 1.59266 -2.77241 -1.64097  C13 1.517, H17 1.033, H20 1.180, H22 1.123
5 C 1.27974 0.87874 1.26462  C9 1.390, C10 1.422, H16 1.105
6 C -0.94212 1.98123 1.71655  C7 1.352, C9 1.438, H24 1.097
7 C -1.24545 1.85337 0.40484  C6 1.352, C12 1.445, H14 1.125
8 C -0.61272 -1.85583 -1.24703  O2 1.312, O3 1.235, C13 1.460
9 C 0.32290 1.42336 2.11242  C5 1.390, C6 1.438, C11 1.562
10 C 0.98106 0.97897 -0.12250  C5 1.422, C12 1.370, H23 1.095
11 C 0.56195 1.33402 3.65378  C9 1.562, H19 1.109, H21 1.154, H26 1.231
12 C -0.25349 1.39842 -0.54266  O1 1.376, C7 1.445, C10 1.370
13 C 0.64029 -2.22482 -0.59510  C4 1.517, C8 1.460, H15 1.226, H18 1.135
14 H -2.29881 2.14468 0.13671  C7 1.125
15 H 1.03230 -1.27304 0.07171  C13 1.226
16 H 2.20071 0.27069 1.31234  C5 1.105
17 H 2.06179 -2.01762 -2.16822  C4 1.033
18 H 0.55201 -2.86540 0.33718  C13 1.135
19 H 1.37960 2.04601 3.88521  C11 1.109
20 H 2.50225 -3.20410 -1.02577  C4 1.180
21 H -0.40346 1.45947 4.27260  C11 1.154
22 H 1.29195 -3.50436 -2.43835  C4 1.123
23 H 1.71473 0.63448 -0.85900  C10 1.095
24 H -1.55808 2.13681 2.61136  C6 1.097
25 H -0.70221 1.04729 -2.56874  O1 1.069
26 H 1.03886 0.21746 3.85430  C11 1.231

The LUMO energy comes out at 3.4 eV. As for the net charge: -1. The value obtained for the HOMO energy is -4.07 eV. The value obtained for the gap between HOMO and LUMO is 7.4611 eV.

Löwdin analysis output, partial charges in e: -0.0579, -0.1286, -0.0348, -0.1263, -0.0755, -0.0726, -0.0287, -0.7040, -0.3027, -0.0794, -0.0981, -0.3558, -0.2322, 0.1288, 0.1151, 0.1148, 0.0161, 0.1150, 0.0525, 0.0904, 0.0740, 0.0850, 0.1183, 0.0964, 0.1768, 0.1132

Arrangement Q

The following is a quantum chemistry calculation of a cluster of 2 separate species, C10H13O3 in total, from OMol25.

Bonds (Å) are listed after each position.
CARTESIAN COORDINATES (ANGSTROEM)
1 O 1.78582 -3.45059 0.43727  C5 1.363, H20 0.962
2 O -0.91062 3.76381 -2.00897  C12 1.246
3 O -0.08669 2.31340 -3.51879  C12 1.265
4 C -0.92638 -0.31501 1.21282  C6 1.508, C7 1.386, C9 1.397
5 C 0.95778 -2.43835 0.82222  O1 1.363, C11 1.405, C13 1.379
6 C -2.03105 0.71121 1.24794  C4 1.508, H17 1.095, H23 1.068, H26 1.086
7 C 0.44060 -0.19301 1.40841  C4 1.386, C13 1.409, H16 1.098
8 C 1.37563 1.00912 -1.35865  C10 1.505, H15 1.080, H21 1.098, H25 1.102
9 C -1.31600 -1.61700 0.88938  C4 1.397, C11 1.372, H14 1.073
10 C 0.00760 1.63510 -1.30325  C8 1.505, C12 1.535, H18 1.096, H22 1.080
11 C -0.42908 -2.66312 0.84589  C5 1.405, C9 1.372, H24 1.086
12 C -0.33937 2.70846 -2.34443  O2 1.246, O3 1.265, C10 1.535
13 C 1.41218 -1.18745 1.18148  C5 1.379, C7 1.409, H19 1.087
14 H -2.34347 -1.87817 0.72324  C9 1.073
15 H 2.04469 1.63177 -1.93419  C8 1.080
16 H 0.83549 0.82069 1.56057  C7 1.098
17 H -1.86548 1.45349 0.46077  C6 1.095
18 H -0.13167 1.97449 -0.26999  C10 1.096
19 H 2.45289 -0.87350 1.15668  C13 1.087
20 H 2.67440 -3.19580 0.70280  O1 0.962
21 H 1.29825 0.00694 -1.80107  C8 1.098
22 H -0.83656 0.99432 -1.51016  C10 1.080
23 H -2.00682 1.25672 2.16619  C6 1.068
24 H -0.91626 -3.59985 0.59091  C11 1.086
25 H 1.84198 0.87790 -0.36849  C8 1.102
26 H -2.98788 0.25445 1.01140  C6 1.086

The LUMO energy comes out at 2.8 eV. As for the net charge: -1. The value obtained for the HOMO energy is -3.84 eV. The value obtained for the gap between HOMO and LUMO is 6.5940 eV.

Löwdin analysis output, partial charges in e: 0.0426, -0.0886, -0.1067, -0.2688, -0.3327, -0.0413, -0.0718, -0.1127, -0.0640, -0.2208, -0.0257, -0.7661, -0.0404, 0.1012, 0.0668, 0.1160, 0.0633, 0.0732, 0.1139, 0.0973, 0.0768, 0.1017, 0.0689, 0.1092, 0.0339, 0.0747

What are the relative energies? In hartree: arrangement P 0.0860; arrangement Q 0.0000.

Arrangement P

The following is a quantum chemistry calculation of a cluster of 2 separate species, C7H7N3 in total, from OMol25.

Bonds (Å) are listed after each position.
CARTESIAN COORDINATES (ANGSTROEM)
1 N 1.95263 1.67336 3.47985  C6 1.131
2 N -1.30521 -0.12884 2.22901  N3 1.341, H13 1.111, H14 1.046
3 N -0.11429 -0.19985 1.61732  N2 1.341, C5 1.370
4 C 1.06844 0.19119 -0.43395  C5 1.374, C8 1.379, H17 1.065
5 C -0.08613 -0.10080 0.25073  N3 1.370, C4 1.374, C7 1.422
6 C 1.39043 1.07085 2.70529  N1 1.131
7 C -1.15215 -0.62163 -0.53337  C5 1.422, C10 1.413, H15 1.183
8 C 1.26823 0.17543 -1.79859  C4 1.379, C9 1.365, H16 1.100
9 C 0.22092 -0.29357 -2.53707  C8 1.365, C10 1.410, H12 1.025
10 C -0.94704 -0.78766 -1.92159  C7 1.413, C9 1.410, H11 1.147
11 H -1.66975 -1.17088 -2.72616  C10 1.147
12 H 0.37541 -0.37455 -3.54732  C9 1.025
13 H -1.91592 0.71144 1.83360  N2 1.111
14 H -1.08088 -0.03414 3.24662  N2 1.046
15 H -2.05490 -1.07090 0.08592  C7 1.183
16 H 2.23954 0.47310 -2.22096  C8 1.100
17 H 1.81066 0.48745 0.27066  C4 1.065

The LUMO energy (spin up / spin down) comes out at -1.7 / -1.7 eV. As for the net charge: 0. The value obtained for the HOMO energy (spin up / spin down) is -8.81 / -9.24 eV. The value obtained for the gap between HOMO and LUMO (spin up / spin down) is 7.0799 / 7.5566 eV.

Löwdin analysis output, partial charges in e: -0.0466, 0.0448, -0.0345, -0.0422, -0.3215, -0.2021, -0.0234, -0.0609, -0.0997, -0.0683, 0.1305, 0.0760, 0.1737, 0.1285, 0.1399, 0.1247, 0.0812

Arrangement Q

The following is a quantum chemistry calculation of the molecule C7H7N3, from OMol25.

Bonds (Å) are listed after each position.
CARTESIAN COORDINATES (ANGSTROEM)
1 N -1.09384 0.80143 2.50497  N2 1.143, N3 1.310
2 N -2.23009 0.92457 2.51580  N1 1.143
3 N 0.18180 1.04936 2.67145  N1 1.310, C6 1.465
4 C 0.60281 0.94923 -0.74191  C7 1.510, C9 1.451, H13 1.140
5 C -0.70743 -0.37856 -2.26405  C9 1.396, C10 1.334, H15 1.105
6 C 1.06540 0.21823 1.85018  N3 1.465, C7 1.545, H11 1.170, H16 1.067
7 C 0.53276 -0.01328 0.41895  C4 1.510, C6 1.545, C8 1.360
8 C 0.05619 -1.18321 -0.08397  C7 1.360, C10 1.419, H17 1.110
9 C -0.01932 0.81671 -2.04580  C4 1.451, C5 1.396, H12 1.150
10 C -0.64387 -1.31134 -1.31194  C5 1.334, C8 1.419, H14 1.233
11 H 1.28075 -0.79785 2.38928  C6 1.170
12 H 0.20403 1.64704 -2.80950  C9 1.150
13 H 1.16430 1.93306 -0.61021  C4 1.140
14 H -1.29616 -2.35473 -1.39493  C10 1.233
15 H -0.99722 -0.77584 -3.25340  C5 1.105
16 H 2.05149 0.50327 1.55961  C6 1.067
17 H -0.15159 -2.02810 0.60545  C8 1.110

The LUMO energy comes out at 0.5 eV. As for the net charge: 0. The value obtained for the HOMO energy is -9.14 eV. The value obtained for the gap between HOMO and LUMO is 9.6582 eV.

Löwdin analysis output, partial charges in e: -0.1788, 0.2165, 0.0332, -0.0220, -0.1565, -0.1973, -0.2207, -0.1030, -0.0844, -0.1368, 0.1371, 0.1244, 0.1099, 0.1601, 0.1135, 0.0933, 0.1115

What are the relative energies? In hartree: arrangement P 0.0489; arrangement Q 0.0000.